Molecular formula: C3H6O2S2
Method: DFT, ωB97M-V/def2-TZVPD

Cartesian coordinates (Å):
C: 0.31127 -1.81810 -0.22104
C: 0.10238 -1.05812 -1.50945
O: 1.23632 -0.50194 -1.97476
O: -1.00014 -0.87275 -1.94576
C: 0.42889 -0.94778 1.05654
S: -0.82541 0.34838 1.16780
S: 0.18267 2.10934 1.10210
H: -0.61599 -2.40060 -0.14883
H: 1.08871 -2.56218 -0.14874
H: 1.16699 0.00178 -2.81940
H: 1.47146 -0.65084 1.16753
H: 0.28857 -1.62506 1.89624
H: 0.82110 2.06093 -0.05853

Output
Frontier orbital gap: 9.2 eV
Structure (SMILES): O=C(O)CCSS
Spin multiplicity: 1



Molecular formula: C3H5ClO
Method: DFT, ωB97M-V/def2-TZVPD

Cartesian coordinates (Å):
C: -0.98981 0.94666 0.40138
C: -0.22654 -0.11252 0.15187
C: 1.06648 -0.14590 -0.67285
O: 0.84168 -0.65265 -1.90056
Cl: 1.65952 1.43334 -0.87458
H: -1.87724 0.96496 0.92339
H: -0.59039 1.84695 -0.10789
H: -0.43274 -1.17747 0.51006
H: 1.84199 -0.84807 -0.35358
H: 1.62616 -1.05949 -2.31958

Output
⟨S²⟩: 2.01
Frontier orbital gap (spin up / spin down): 6.6 / 8.3 eV
Spin multiplicity: 3



Molecular formula: C9H12NOS
Method: DFT, ωB97M-V/def2-TZVPD

Cartesian coordinates (Å):
C: -2.26345 1.99250 0.25099
C: -3.22061 0.96120 0.31469
C: -0.92070 1.66163 -0.01470
C: -2.81429 -0.39843 0.08936
C: -0.54176 0.38359 -0.18377
C: -1.48707 -0.63810 -0.05929
C: 0.32792 -2.27984 0.71160
C: 1.40192 -0.03599 -1.72168
C: 2.87965 -0.09127 0.78364
N: 0.84599 -0.07869 -0.36684
O: 1.58163 0.40224 0.73114
S: -1.00074 -2.32981 -0.32542
H: -2.39033 3.08497 0.32906
H: -4.27606 1.26810 0.61041
H: -0.22659 2.39405 -0.09330
H: -3.60080 -1.23626 0.13210
H: 0.95530 -3.06138 0.66615
H: 0.41605 -1.60126 1.44749
H: 1.21841 0.99692 -2.14333
H: 2.38209 -0.06198 -1.54769
H: 0.93511 -0.83928 -2.21508
H: 3.03389 -1.08857 0.96146
H: 3.17751 0.29502 1.78571
H: 3.58692 0.30064 -0.14268

Output
Frontier orbital gap (spin up / spin down): 6.9 / 6.9 eV
Charge: +1
Spin multiplicity: 1



Molecular formula: C3H11NS2
Method: DFT, ωB97M-V/def2-TZVPD

Cartesian coordinates (Å):
C: 0.68607 0.11365 -2.78251
S: 0.10708 1.79034 -3.10938
S: -1.54642 1.01421 -4.30938
H: 1.60035 0.28315 -2.19464
H: 0.03718 -0.42587 -2.09639
H: 0.93673 -0.37325 -3.71514
H: -1.46559 1.98217 -5.23941
C: 0.41865 0.66754 1.92429
N: -0.57203 -0.43158 1.89881
C: -0.27010 -1.52444 2.79350
H: 1.37804 0.18267 1.72244
H: 0.40473 1.11064 2.91953
H: 0.28740 1.23291 1.00857
H: -1.48384 -0.05661 2.10363
H: 0.11669 -1.26966 3.79237
H: -1.14450 -2.15167 2.94288
H: 0.50956 -2.14420 2.34085

Output
Frontier orbital gap: 8.7 eV
Structure (SMILES): CNC.CSS
Spin multiplicity: 1



Molecular formula: C6H13NSi
Method: DFT, ωB97M-V/def2-TZVPD

Cartesian coordinates (Å):
C: -2.06316 2.95094 -0.35330
C: -0.68288 3.24924 0.30404
C: 3.27913 -2.12113 -0.28521
C: -1.54678 -0.10956 -1.31563
C: 3.51242 -2.30581 1.00079
C: -1.90986 -0.92185 -0.04992
N: -3.06501 2.65977 -0.79820
Si: -0.64924 -0.38435 1.33876
H: 0.09481 3.30681 -0.47526
H: -0.44810 2.38911 0.92051
H: -0.76004 4.11389 0.91870
H: -0.53650 -1.63986 2.25126
H: 3.51143 -2.87282 -1.02191
H: 2.73364 -1.17855 -0.60690
H: -2.35828 0.52602 -1.67430
H: -0.62622 0.47874 -1.10569
H: -1.23045 -0.73426 -2.18909
H: 3.98123 -3.24456 1.35394
H: 3.42935 -1.66551 1.92687
H: -1.81576 -1.92604 -0.31536
H: -2.84973 -0.57023 0.17592

Output
Frontier orbital gap: 7.6 eV
Spin multiplicity: 1



Molecular formula: C25H51Cl15GaN2
Method: DFT, ωB97M-V/def2-TZVPD

Cartesian coordinates (Å):
C: 9.47148 1.82481 -2.39408
C: 8.83570 1.41502 -1.06705
C: 9.63476 0.31103 -0.35196
C: 8.74537 -0.77943 0.24403
C: 8.13955 -1.69480 -0.82163
C: 6.84003 -2.37325 -0.39225
C: 6.05093 -2.94347 -1.56642
C: 4.89568 -3.85786 -1.14694
C: 3.59046 -3.10606 -0.82309
C: 2.32303 -3.80418 -1.32901
C: 1.13098 -2.85509 -1.48543
C: 0.09297 -3.33373 -2.50134
C: -0.88707 -4.39826 -1.98435
C: -1.47984 -4.11628 -0.60044
Ga: -2.50221 -2.35225 -0.44680
C: -4.02329 -2.61503 0.90918
N: -3.63489 -3.51016 2.03020
C: -3.37869 -1.77694 -2.20349
C: -4.45096 -0.70885 -1.91111
C: -3.97776 0.72522 -2.17454
C: -5.11306 1.74840 -2.29960
C: -5.42749 2.52043 -0.99976
N: -5.17994 1.81579 0.25705
H: 8.98778 2.69883 -2.83106
H: 9.41440 0.99846 -3.10817
H: 10.53481 2.03435 -2.25050
H: 7.82064 1.05702 -1.25967
H: 8.78264 2.29580 -0.42277
H: 10.33107 -0.14949 -1.06272
H: 10.23684 0.76127 0.44179
H: 9.31527 -1.37346 0.96467
H: 7.94233 -0.29787 0.81431
H: 7.93684 -1.10639 -1.72445
H: 8.87583 -2.46285 -1.08119
H: 7.06143 -3.17031 0.32640
H: 6.22790 -1.63266 0.13557
H: 5.65699 -2.11432 -2.16446
H: 6.73932 -3.49787 -2.21514
H: 5.21797 -4.40849 -0.25597
H: 4.71015 -4.60948 -1.91852
H: 3.64130 -2.09314 -1.23755
H: 3.51182 -2.98266 0.26129
H: 2.54180 -4.29497 -2.28406
H: 2.06001 -4.58047 -0.60235
H: 0.66358 -2.67560 -0.51598
H: 1.50808 -1.87844 -1.81114
H: 0.63906 -3.76940 -3.34943
H: -0.46090 -2.47443 -2.88833
H: -0.36086 -5.36760 -1.98477
H: -1.69717 -4.50922 -2.71446
H: -0.68168 -4.11642 0.15138
H: -2.13264 -4.95483 -0.32337
H: -1.50959 -1.16687 0.07599
H: -4.89122 -3.01256 0.35213
H: -4.32980 -1.64756 1.32224
H: -4.32463 -3.47010 2.77599
H: -3.63564 -4.46888 1.70202
H: -2.65823 -1.35555 -2.91453
H: -3.85268 -2.62857 -2.70505
H: -4.74115 -0.76109 -0.85335
H: -5.37978 -0.87998 -2.47352
H: -3.34617 1.01790 -1.32837
H: -3.31960 0.75431 -3.04656
H: -4.87627 2.48229 -3.07710
H: -6.03066 1.25466 -2.63639
H: -4.86754 3.46083 -0.96714
H: -6.48622 2.80474 -1.01393
H: -5.50003 0.85652 0.22202
H: -4.19873 1.82349 0.50173
C: 11.37065 4.71653 -4.44075
Cl: 9.68014 5.21486 -4.43907
Cl: 12.07542 4.86214 -2.83019
Cl: 11.55296 3.07804 -5.06406
H: 11.90929 5.38352 -5.10016
C: -5.50898 4.05213 2.34224
Cl: -3.75841 4.16320 2.45067
Cl: -6.13606 2.92654 3.54408
Cl: -6.26946 5.64407 2.52691
H: -5.74867 3.64731 1.36531
C: -7.05624 -0.52708 4.06245
Cl: -8.78499 -0.32981 3.75221
Cl: -6.76015 -0.74833 5.79151
Cl: -6.39103 -1.85348 3.12379
H: -6.55742 0.38156 3.75357
C: -10.30019 3.42423 5.09059
Cl: -9.24286 4.39018 4.07303
Cl: -9.34414 2.39932 6.15959
Cl: -11.40929 4.45350 6.00133
H: -10.88400 2.77410 4.45248
C: -8.57093 7.92136 7.15813
Cl: -9.52459 6.63499 7.89497
Cl: -7.61905 7.30861 5.81053
Cl: -9.60781 9.25843 6.64901
H: -7.88657 8.30013 7.90520

Output
Frontier orbital gap: 5.9 eV
Charge: -1
Spin multiplicity: 1



no.,molar mass (g mol⁻¹)
1,138.213
2,92.525
3,182.268
4,125.262
5,127.263
6,981.215